[1]
{
  "formula": "C68H64BiF3Ge2N2O2S4Te",
  "method": "wB97M-V/def2-TZVPD",
  "species": ["H", "H", "C", "H", "H", "H", "H", "C", "C", "H", "C", "H", "O", "H", "H", "Ge", "C", "C", "H", "C", "C", "H", "C", "H", "C", "C", "H", "H", "H", "C", "H", "C", "C", "H", "H", "C", "C", "H", "O", "C", "C", "H", "C", "H", "F", "C", "S", "C", "C", "C", "C", "H", "C", "H", "H", "C", "H", "H", "H", "H", "H", "H", "S", "C", "H", "C", "C", "Ge", "H", "C", "H", "C", "H", "H", "C", "C", "C", "H", "N", "C", "C", "F", "C", "Bi", "C", "H", "H", "H", "H", "H", "C", "C", "H", "C", "C", "C", "C", "H", "H", "H", "C", "C", "C", "H", "C", "H", "C", "H", "H", "C", "C", "S", "C", "H", "H", "H", "H", "C", "C", "C", "H", "H", "C", "N", "C", "C", "H", "C", "C", "H", "C", "C", "C", "H", "H", "C", "C", "H", "Te", "H", "C", "H", "F", "C", "C", "H", "S"],
  "positions_angstrom": [[3.31, 6.49, 0.93], [5.52, 2.00, 2.40], [-2.48, 3.91, -1.56], [-2.63, 2.46, -5.37], [-6.36, 1.46, -4.45], [-1.03, 3.07, -5.79], [-2.63, 1.61, 7.02], [-1.61, 2.58, -5.01], [-3.92, -1.71, -2.09], [-0.68, -6.47, 2.43], [-4.72, -2.15, -1.03], [2.78, -2.85, -3.14], [2.71, 2.18, -0.01], [-1.70, -3.03, -4.27], [4.64, -0.58, -4.14], [-1.80, 0.21, -0.92], [-0.66, 4.42, -3.60], [-1.50, -2.13, 3.62], [2.66, 3.15, -4.17], [3.22, -3.17, 0.70], [-1.58, 4.97, -1.47], [-0.02, 7.20, 1.41], [-2.64, -7.71, 3.85], [-4.08, 4.61, -0.31], [-5.89, -1.36, -0.51], [2.24, -0.18, -3.53], [-6.82, -1.90, -0.70], [-4.99, -3.66, 0.46], [-3.86, -5.75, 5.19], [-5.46, 1.22, -3.89], [1.64, 7.75, 1.74], [0.92, 6.95, 1.90], [-2.09, -2.14, -3.78], [6.34, -1.10, -0.26], [4.03, -1.65, 5.90], [4.26, -0.92, 1.17], [5.33, 1.33, 1.56], [0.80, 6.62, -3.23], [-0.46, 4.71, 2.07], [-0.33, 0.01, 8.92], [1.75, -2.66, -3.44], [-4.71, 3.23, -3.96], [3.13, -0.37, -1.10], [5.57, 0.30, 4.04], [-2.52, -8.27, 5.08], [2.73, 2.28, -3.51], [1.52, -0.01, 2.02], [5.66, -0.83, -2.27], [-4.54, 2.21, -3.61], [4.25, -0.67, -0.30], [-3.46, 3.72, -0.43], [-2.90, 3.57, 0.50], [-1.00, -4.42, 2.98], [0.38, 1.08, -7.75], [1.73, -0.29, 8.36], [-4.40, -3.34, -0.40], [-3.40, -5.39, 0.93], [2.94, -4.07, 1.23], [6.25, 1.26, 0.96], [0.02, 7.12, -1.71], [1.26, 5.85, -1.71], [-2.68, -1.57, -4.50], [-0.06, 1.69, -1.19], [0.79, 0.07, -5.90], [4.19, 4.31, 0.08], [1.62, -1.31, -4.08], [3.29, -0.37, -2.48], [1.37, 0.21, -0.20], [-0.21, -4.04, 2.35], [2.71, 5.59, 0.92], [6.64, -1.00, -2.71], [-2.45, 3.09, -2.69], [-5.78, -1.23, 0.57], [-1.60, 5.59, -0.58], [-2.60, -3.71, -1.92], [-1.55, 0.53, 8.52], [-0.63, 5.20, -2.45], [1.13, -2.70, -2.55], [1.45, 5.71, 1.38], [1.40, 1.17, -5.32], [-2.91, -5.35, -0.04], [-1.88, -8.46, 3.03], [0.89, -1.16, -5.26], [-0.81, 0.96, 2.44], [-1.27, -0.95, 3.47], [0.40, -2.02, -5.70], [-3.39, -3.33, 5.11], [1.42, -3.45, -4.12], [5.78, -1.52, 5.68], [-4.10, 2.85, -0.59], [2.11, 1.07, -4.13], [4.66, -1.62, 3.85], [-1.19, 1.59, -4.83], [-3.15, 0.64, -2.40], [0.06, 0.19, -7.22], [-2.30, -6.26, 3.82], [0.64, 0.80, 6.86], [-1.24, -1.52, -3.49], [2.22, 2.51, -2.57], [2.33, -2.75, 0.22], [-1.76, -3.52, 3.73], [4.55, -0.60, -3.05], [-3.06, -5.37, 4.58], [-3.18, -6.25, -0.60], [0.42, 6.27, -2.27], [-5.96, -0.85, -3.64], [4.88, -1.99, 5.29], [4.96, -3.07, 5.41], [1.50, 0.88, 6.20], [-0.57, 1.37, 6.48], [-2.89, -2.52, -2.57], [-3.16, 0.28, 0.76], [-2.79, -4.02, 4.53], [-2.42, 0.43, 9.17], [-1.77, -4.32, -2.26], [-1.02, 0.25, -7.05], [-1.83, -5.35, 0.11], [-5.24, -0.06, -3.43], [4.03, -2.49, 2.98], [5.49, -0.88, -0.90], [-0.23, -0.50, 9.87], [1.33, 2.13, -5.82], [3.19, 4.41, 0.47], [1.13, 3.37, 1.13], [2.31, 3.25, 0.52], [-1.57, 3.39, -3.74], [4.56, 1.77, 0.93], [3.84, -2.17, 1.64], [5.08, -0.39, 3.36], [0.70, 6.84, 2.97], [-3.32, -4.11, -0.80], [-1.67, 1.20, 7.32], [4.88, -0.02, 2.04], [3.78, 2.10, -3.27], [0.06, 4.60, -4.39], [-4.11, -0.35, -2.68], [-3.38, 1.94, -2.88], [0.25, -0.69, -7.84], [-0.66, 2.61, 4.73], [3.92, -3.43, -0.09], [-1.26, -5.78, 3.02], [-5.95, -0.38, -0.96], [-3.93, -7.94, 3.49], [0.65, 4.55, 1.54], [0.77, 0.13, 8.07], [3.67, -3.44, 3.35], [-0.26, -1.48, -0.77]],
  "orbital_gap_ev": 5.84,
  "homo_energy_ev": -1.97,
  "relative_energy_kcal_mol": 6.2,
  "lumo_energy_ev": 3.9,
  "charge": -2,
  "max_force_ha_per_bohr": 0.0265
}

[2]
{
  "formula": "C68H74O20S",
  "method": "wB97M-V/def2-TZVPD",
  "species": ["C", "C", "H", "O", "C", "C", "C", "H", "C", "C", "H", "C", "C", "H", "H", "H", "H", "C", "C", "O", "H", "C", "H", "O", "C", "C", "C", "H", "H", "H", "C", "H", "C", "H", "C", "C", "C", "H", "H", "H", "H", "O", "C", "H", "H", "O", "C", "O", "C", "C", "O", "C", "H", "C", "C", "H", "H", "H", "C", "O", "C", "H", "H", "H", "C", "H", "H", "H", "O", "C", "C", "H", "C", "H", "O", "C", "H", "H", "S", "C", "C", "H", "C", "H", "H", "C", "H", "C", "C", "C", "C", "C", "H", "H", "H", "H", "C", "C", "H", "H", "C", "C", "O", "H", "C", "H", "H", "H", "C", "C", "H", "O", "H", "C", "H", "H", "H", "H", "H", "H", "C", "O", "O", "C", "C", "O", "H", "C", "H", "H", "H", "H", "C", "C", "H", "O", "H", "C", "H", "C", "C", "H", "C", "H", "O", "C", "C", "H", "C", "H", "C", "O", "O", "H", "C", "C", "H", "H", "H", "O", "H", "H", "C"],
  "positions_angstrom": [[2.51, -0.84, -1.80], [-1.61, 4.05, 2.27], [-2.29, 5.82, -4.17], [3.32, -10.05, 3.36], [2.58, -4.63, 5.43], [-0.01, -7.35, -5.50], [-6.55, -6.57, -7.20], [-1.25, 0.22, 6.90], [-1.27, 0.94, 4.63], [-6.55, -7.80, -5.00], [2.22, -4.39, 4.43], [-4.90, -6.05, -5.46], [3.54, -5.04, 8.09], [5.16, -3.83, -5.69], [-0.57, 3.47, 2.35], [2.58, -6.74, 5.20], [2.30, 2.49, 4.23], [4.94, 4.29, 6.12], [-7.15, -7.60, -6.33], [2.34, -7.16, -5.59], [5.57, -6.29, -5.60], [-2.21, 3.70, 5.97], [1.00, 0.95, 1.36], [1.53, 2.41, -0.72], [-1.79, 4.97, 3.65], [-8.07, 6.98, -6.79], [-3.52, 6.33, -2.24], [-2.47, 3.26, 2.14], [-3.60, 4.76, -0.03], [-7.00, -6.43, -8.17], [4.84, -6.53, -3.56], [-1.29, 5.56, -2.19], [3.86, -9.87, 5.64], [3.49, 0.58, 4.16], [4.24, 2.88, 5.54], [1.73, 1.20, -0.68], [-3.12, 8.00, -4.40], [-5.02, 6.12, -9.12], [-5.04, -5.09, -7.41], [-1.34, 6.04, 3.49], [-7.33, 5.75, -9.97], [-0.14, -2.45, 3.08], [3.39, -0.17, 5.05], [-7.01, -8.56, -4.38], [3.90, -5.27, 9.08], [4.17, -2.50, -3.69], [4.13, 1.84, 6.80], [3.43, -7.33, 7.58], [3.95, -10.49, 4.31], [-5.51, -7.08, -4.59], [1.43, -0.57, 3.90], [-1.80, 0.98, 6.19], [1.41, -1.50, 1.45], [1.36, -7.60, -5.01], [-2.46, 4.73, -0.28], [-8.94, 7.20, -6.19], [-2.66, 4.60, 6.58], [6.16, -13.03, 5.10], [-1.66, 2.46, 6.90], [0.43, 10.45, -10.50], [4.82, -11.68, 4.16], [-2.45, 9.01, -7.40], [-5.06, -7.22, -3.61], [-2.33, 2.48, 7.89], [-2.14, 5.88, -1.43], [-0.57, 2.71, 7.25], [2.03, 3.66, 5.70], [-0.39, 5.15, 0.61], [-8.11, -8.26, -6.71], [1.49, -8.40, -3.77], [4.55, -10.36, 6.68], [-2.09, -7.65, -5.21], [-8.31, 6.45, -8.14], [-0.10, -6.76, -6.41], [2.69, -2.33, 5.94], [5.51, -12.16, 5.20], [-0.65, 12.96, -6.96], [-1.72, 6.82, -0.86], [-0.05, -1.37, 4.22], [4.06, -4.50, -2.44], [1.41, 0.41, 0.52], [-2.24, 8.06, -5.20], [2.77, -5.89, 5.84], [-0.50, 5.21, 5.52], [2.50, -8.58, -3.42], [2.29, 0.48, -1.84], [1.13, 1.65, 6.34], [-7.13, 6.14, -8.98], [2.81, 3.32, 4.88], [2.20, -1.63, -0.59], [3.26, -6.18, 7.20], [4.94, -4.43, -4.81], [-2.13, 3.70, -0.73], [-0.17, 1.37, 4.61], [-0.21, 3.54, 4.69], [5.32, 4.98, 5.24], [-5.50, -5.85, -6.79], [0.42, -8.88, -3.13], [3.58, -0.31, 7.32], [4.05, -6.41, -1.52], [4.28, -5.81, -2.40], [1.63, -0.91, 0.57], [-4.51, 7.06, -6.75], [0.62, 12.61, -9.08], [3.21, 0.51, 6.53], [4.11, 4.83, 6.79], [-2.95, 0.71, 6.19], [3.68, 2.42, 7.73], [-5.89, 6.34, -8.52], [-1.50, 5.13, 1.02], [-6.63, 7.58, -5.34], [-1.92, -9.07, -3.04], [-4.18, 5.97, -4.41], [-6.83, 7.18, -6.33], [3.55, -2.93, 8.31], [-1.19, 8.67, -9.52], [-2.96, 5.07, 3.84], [-4.40, 5.56, -2.07], [3.65, -3.95, -1.60], [-1.81, 6.23, 1.35], [3.35, -3.78, 7.68], [6.05, -11.99, 7.48], [-3.94, -5.39, -5.08], [-0.74, 12.05, -7.55], [-3.24, 6.44, -3.87], [2.30, -1.11, 4.71], [1.58, 1.04, 8.09], [-0.19, 10.62, -9.46], [2.97, 4.27, 4.17], [0.96, -0.23, 6.79], [4.87, -12.12, 3.17], [0.51, -9.47, -2.23], [-1.05, 4.32, 4.96], [5.16, -5.74, -4.76], [-3.79, 7.42, -1.87], [-2.27, 11.18, -5.98], [2.92, -1.38, -2.64], [4.37, -3.70, -3.65], [4.89, 2.41, 4.66], [2.86, -3.48, 6.32], [-1.08, -7.83, -4.86], [-1.94, 1.71, 4.02], [-0.06, 11.86, -8.68], [2.51, 1.07, -2.72], [-1.40, -0.36, 3.96], [1.61, 0.76, 6.93], [-1.10, 9.58, -8.94], [-3.07, 3.26, 5.26], [-5.65, 6.88, -7.17], [-4.11, 8.41, -4.88], [-1.65, 11.01, -7.02], [-9.45, 6.26, -8.56], [5.04, -7.74, -3.52], [5.79, 3.96, 6.86], [-1.78, 9.76, -7.80], [-0.94, -8.63, -3.63], [3.22, -9.01, 5.73], [-2.82, 8.74, -3.52], [5.24, 1.50, 7.07], [2.39, -2.84, -0.55], [4.38, -0.83, 5.08], [4.50, -9.92, 7.67], [5.42, -11.54, 6.53]],
  "orbital_gap_ev": 7.59,
  "homo_energy_ev": -9.46,
  "lumo_energy_ev": -1.9,
  "max_force_ha_per_bohr": 0.1624
}